# 1
Here is a structure of composition C21H53Cl2O21S6Tl at a distorted geometry from the Open Molecules 2025 dataset. Energies are from ωB97M-V/def2-TZVPD.

```
! RIJCOSX wB97M-V def2-TZVPD def2/J DEFGRID3
* xyz 3 2
Tl 0.82754 -3.66859 0.20049
O 0.94855 0.94122 1.12049
C 0.89011 -0.24889 0.73274
O 1.70121 -1.00695 1.15973
O 0.08575 -0.70589 -0.09465
H 1.66841 0.81915 1.74379
Cl 0.07182 4.16595 -1.05186
C 1.58470 3.97691 -0.03873
C 2.68101 3.71652 -1.11572
Cl 4.11761 3.05564 -0.38443
H 1.32349 3.11843 0.58005
H 1.69840 4.82271 0.63935
H 2.91850 4.61992 -1.67748
H 2.35699 2.99964 -1.87017
O -3.56734 0.92318 -3.57443
S -3.60706 1.84337 -2.39200
O -3.35160 3.24288 -2.52579
O -5.04369 1.63293 -1.64305
C -6.04153 2.62331 -1.96840
C -7.27861 2.10863 -1.27144
C -2.58634 1.25620 -0.95620
H -6.09199 2.77822 -3.04615
H -5.78130 3.59052 -1.53841
H -7.64003 2.87968 -0.59102
H -7.10760 1.21375 -0.67307
H -8.11722 1.88772 -1.93176
H -2.40901 0.18077 -0.94608
H -3.27230 1.40175 -0.12171
H -1.57250 1.65620 -0.97144
O 1.47302 2.69181 5.76748
S 2.49722 2.12220 4.86288
O 2.29265 2.03023 3.40947
O 3.83992 3.11026 5.02445
C 4.94296 2.89501 4.21780
C 5.89108 4.05817 4.21555
C 3.07618 0.64405 5.76940
H 4.65339 2.95060 3.16844
H 5.53579 2.03267 4.52278
H 6.58029 3.93369 3.38033
H 6.35833 4.18873 5.19162
H 5.30243 4.96432 4.07244
H 4.11393 0.57725 5.44273
H 2.52812 -0.13476 5.23912
H 2.94763 0.74327 6.84723
O 1.50082 -1.96307 -2.16597
S 1.57123 -0.72697 -2.96599
O 2.48685 0.38046 -2.55031
O 1.92221 -1.17956 -4.48404
C 2.38087 -0.26223 -5.39798
C 1.75653 -0.73175 -6.68095
C -0.15108 -0.10032 -3.31662
H 3.45003 -0.32147 -5.60164
H 2.13187 0.76243 -5.12201
H 2.12189 -1.75691 -6.74154
H 2.09223 -0.28324 -7.61596
H 0.67261 -0.79192 -6.77895
H -0.58421 0.42914 -2.46800
H -0.69600 -0.97973 -3.65986
H 0.12793 0.60708 -4.09754
O -0.32662 -0.93093 4.41214
S -1.34950 -1.48775 3.52515
O -0.98896 -2.58476 2.56217
O -2.76043 -1.87402 4.32318
C -2.72503 -1.85177 5.67586
C -4.20546 -1.82611 6.03831
C -2.04125 -0.06203 2.53552
H -2.28408 -0.99812 6.19058
H -2.23816 -2.77553 5.98849
H -4.85657 -2.50579 5.48860
H -4.61877 -0.90075 5.63707
H -4.35854 -1.73869 7.11396
H -2.99126 0.34044 2.88707
H -2.04820 -0.25881 1.46345
H -1.36860 0.78566 2.66619
O 3.74369 -2.89845 0.01596
S 4.96692 -2.15038 0.30461
O 5.71999 -2.40117 1.56989
O 6.04188 -2.17074 -0.95161
C 5.54199 -2.13367 -2.22001
C 6.48397 -3.12326 -2.97856
C 4.65435 -0.39526 0.17990
H 5.63496 -1.10650 -2.57267
H 4.50215 -2.45888 -2.25288
H 6.37824 -3.14560 -4.06319
H 6.43902 -4.10051 -2.49785
H 7.48138 -2.68546 -2.93837
H 3.92739 -0.26879 -0.62237
H 5.52830 0.24305 0.05005
H 4.15631 -0.10047 1.10356
O -2.30592 -2.25762 -0.43751
S -3.77725 -2.18603 -0.52582
O -4.45845 -1.12318 0.14192
O -4.16734 -2.27580 -2.09709
C -5.56992 -1.95655 -2.35217
C -5.87638 -2.04493 -3.86330
C -4.41005 -3.82946 -0.11151
H -5.94143 -0.98074 -2.03932
H -6.11812 -2.75348 -1.84969
H -5.15750 -1.43336 -4.40854
H -6.90212 -1.75199 -4.08722
H -5.86253 -3.08788 -4.17979
H -4.21904 -4.43902 -0.99472
H -5.48775 -3.86804 0.04719
H -4.00845 -4.16135 0.84592
*
```

The LUMO energy (alpha / beta) comes out at -13.65 / -13.70 eV. The calculation puts the HOMO-LUMO gap (alpha / beta) at 0.0993 / 0.0976 hartree. The HOMO energy (alpha / beta) is -16.4 / -16.4 eV.

Atom charges from the Löwdin analysis, given in e for atoms 1 to 8: 1.172, 0.228, -0.868, 0.147, 0.156, 0.110, 0.547, -0.550


# 2
Here is a structure of composition C21H53F2N10O14S2Tl at a distorted geometry from the Open Molecules 2025 dataset. Energies are from ωB97M-V/def2-TZVPD.

```
! RIJCOSX wB97M-V def2-TZVPD def2/J DEFGRID3
* xyz 2 1
Tl 0.22899 0.20003 0.20444
N 2.46468 2.09307 0.36473
S 2.56222 3.38537 1.23493
O 2.36002 4.61636 0.44680
O 3.47944 3.49221 2.35910
F 1.12548 3.12676 1.92391
S 4.13127 2.02897 -0.05331
O 5.00591 1.28988 0.85244
O 4.80057 3.15179 -0.71139
F 4.04252 0.94913 -1.25633
C 0.20268 -4.15997 -0.41431
C -1.03303 -3.57184 -1.02097
C -2.18623 -4.41131 -0.52929
O -1.19183 -2.31199 -0.57862
H 0.28905 -3.90401 0.64168
H 1.05761 -3.83268 -1.00598
H 0.24561 -5.24644 -0.49084
H -0.88164 -3.60250 -2.09996
H -3.07959 -4.11356 -1.07824
H -2.33139 -4.34406 0.54891
H -1.94949 -5.47092 -0.62564
H -1.72586 -1.93422 -1.28125
O 1.46235 -1.17149 -2.09264
C 2.21162 -1.89093 -2.76586
N 1.70638 -2.91436 -3.46000
C 3.71370 -1.78639 -2.76111
H 2.32784 -3.35670 -4.12198
H 0.71035 -3.03216 -3.57885
H 4.08395 -0.94800 -3.35113
H 4.16775 -2.73254 -3.05562
H 4.12040 -1.38339 -1.83358
O -0.65501 -1.72014 2.40347
C -1.40502 -2.16678 3.28020
N -1.53149 -1.60164 4.44000
C -2.21397 -3.39980 3.08814
H -0.90562 -0.82946 4.61921
H -2.08906 -2.03714 5.16081
H -2.64647 -3.82076 3.99579
H -1.60073 -4.15590 2.59788
H -3.02683 -2.98798 2.49001
O -1.00704 1.50602 3.25845
C -1.87596 2.39061 3.24338
N -1.46626 3.64843 2.79292
C -3.30767 2.10416 3.62840
H -0.49310 3.91423 2.74370
H -2.11791 4.28864 2.36214
H -3.54217 2.10036 4.69287
H -3.72801 1.16014 3.28164
H -3.90617 2.85814 3.11713
O -1.91449 -0.07917 -2.28656
C -2.41028 0.04297 -3.36417
N -3.41566 0.88193 -3.58012
C -1.81374 -0.75622 -4.46266
H -3.62109 1.53652 -2.83889
H -3.74999 1.01304 -4.52411
H -1.20312 -0.32362 -5.25519
H -2.66064 -1.09771 -5.05786
H -1.38373 -1.71930 -4.18758
O -0.87163 2.81782 -0.27145
C -1.03037 3.81782 -0.98738
N -0.36123 4.94788 -0.90503
C -2.31654 3.88642 -1.82635
H 0.52357 4.91998 -0.41875
H -0.77325 5.81882 -1.20802
H -3.00799 3.06660 -1.63162
H -2.04161 3.84713 -2.88037
H -2.64046 4.87351 -1.49644
O 0.74218 1.54910 -2.35989
C 1.20660 2.37109 -3.15559
N 1.80244 3.53553 -2.70811
C 1.18775 2.05513 -4.63982
H 2.22016 4.13180 -3.40816
H 1.80022 3.92995 -1.77830
H 1.40154 2.95126 -5.22234
H 0.21817 1.72889 -5.01609
H 1.81754 1.18994 -4.84696
O 2.10514 0.37595 2.66657
C 2.39610 0.53862 3.84347
N 1.48888 0.98059 4.68157
C 3.77965 0.15859 4.32627
H 1.76183 1.28364 5.60556
H 0.52766 1.01711 4.37364
H 3.97225 0.46371 5.35482
H 4.45759 0.67111 3.64377
H 3.92802 -0.88772 4.05920
O -2.81010 0.56172 0.46640
C -3.97241 0.23791 0.31022
N -4.90405 1.14052 0.38814
C -4.36012 -1.21662 0.20622
H -4.73627 2.11343 0.60123
H -5.84606 0.93711 0.08594
H -3.65337 -1.71186 0.87206
H -4.16086 -1.51591 -0.82277
H -5.38832 -1.44699 0.48522
O 2.20665 -1.83928 0.53201
C 3.28269 -2.32034 0.84519
N 4.17622 -1.43830 1.34019
C 3.49987 -3.75944 0.51211
H 4.01593 -0.45299 1.49377
H 5.12572 -1.70364 1.55962
H 2.60069 -4.35207 0.34369
H 4.05420 -4.29302 1.28418
H 4.14523 -3.94417 -0.34666
*
```

The LUMO energy comes out at -10.44 eV. The calculation puts the HOMO-LUMO gap at 0.1414 hartree. The HOMO energy is -14.3 eV.

Atom charges from the Löwdin analysis, given in e for atoms 1 to 8: 1.405, -0.284, 0.498, -0.296, -0.235, -0.221, 0.610, -0.285


# 3
Here is a cluster of 9 separate species, C21H53F9NO9S in total at a distorted geometry from the Open Molecules 2025 dataset. Energies are from ωB97M-V/def2-TZVPD.

```
! RIJCOSX wB97M-V def2-TZVPD def2/J DEFGRID3
* xyz 0 2
C -4.32718 1.52601 -1.18860
C -3.42046 1.14154 -2.54001
C -4.09756 1.84179 -3.85413
C -1.95639 1.90350 -2.31072
C -0.85494 0.97756 -1.51499
C -1.08871 1.03281 0.11044
C 0.16796 0.22989 0.80790
C 0.97704 1.15191 1.94638
F 0.08456 2.12575 2.63739
F 1.89987 2.01212 1.11043
C 1.95490 0.28569 2.92179
F 3.09666 1.19004 3.31490
F 2.58234 -0.81299 2.10000
S 1.19695 -0.43238 4.45859
F 1.47546 -2.01625 3.82608
F 2.79313 -0.53871 5.16398
F 0.96633 1.07865 5.22907
F -0.38870 -0.50869 3.82746
F 0.60341 -1.18459 5.88596
C -0.78745 -0.53448 -2.14435
C -2.04418 -0.88183 -3.16149
C -1.77811 -0.48099 -4.72785
C -2.17478 -2.54942 -3.13630
N -3.33042 -0.36190 -2.56776
O -4.42623 -0.95938 -3.05978
H -4.12495 0.68815 -0.36294
H -5.47008 1.50726 -1.46580
H -3.98738 2.58436 -0.76918
H -4.94883 1.23030 -4.37267
H -3.28489 2.21170 -4.64666
H -4.61082 2.84857 -3.46890
H -1.46549 2.15346 -3.36994
H -2.10303 2.97043 -1.79578
H 0.21171 1.47124 -1.71812
H -1.16053 2.17102 0.40243
H -2.07667 0.48535 0.43928
H -0.19864 -0.79802 1.22996
H 0.98435 -0.02814 -0.02376
H -0.82267 -1.37284 -1.29676
H 0.23571 -0.70711 -2.70738
H -2.47791 -1.04103 -5.50234
H -0.67504 -0.85942 -4.98379
H -1.77098 0.67370 -4.95091
H -1.09500 -2.98658 -3.37956
H -2.54986 -2.93353 -2.07295
H -2.87760 -2.93850 -3.99543
C 0.96443 -1.91672 9.50201
O 1.81232 -1.78459 8.37601
H 1.56929 -2.17712 10.37368
H 0.45205 -0.96931 9.68661
H 0.23399 -2.70854 9.31833
H 1.24803 -1.55352 7.61864
C -2.37753 2.91918 -7.77154
O -1.66877 1.76186 -7.36842
H -2.81823 3.39094 -6.89024
H -1.68998 3.61980 -8.25177
H -3.17200 2.63725 -8.46694
H -1.28920 1.36499 -8.17083
C -5.12605 -4.35378 -0.00572
O -4.62385 -3.84339 -1.22700
H -4.31405 -4.84627 0.53427
H -5.51798 -3.53274 0.59967
H -5.91710 -5.07933 -0.21078
H -5.36627 -3.41251 -1.68373
C 3.62830 0.63376 -2.49399
O 2.48462 0.70045 -1.66226
H 3.37312 0.08921 -3.40604
H 3.95029 1.64514 -2.75407
H 4.43051 0.10778 -1.97049
H 2.74138 1.18871 -0.86157
C 7.30868 -1.36273 -2.07885
O 6.25127 -1.74315 -2.93990
H 6.98487 -0.51406 -1.47191
H 7.56557 -2.19917 -1.42419
H 8.17775 -1.07175 -2.67407
H 6.56773 -2.49754 -3.46543
C 1.11945 1.84551 8.51750
O -0.06040 1.27651 7.98044
H 0.85841 2.75407 9.06508
H 1.59023 1.13380 9.20017
H 1.80626 2.09670 7.70544
H 0.20250 0.47273 7.50060
C 0.49901 4.85656 -6.18848
O -0.64468 4.92325 -5.35674
H 0.24383 4.31200 -7.10052
H 0.82100 5.86793 -6.44856
H 1.30122 4.33057 -5.66498
H -0.38791 5.41151 -4.55605
C 4.00700 -4.56577 7.37041
O 4.50920 -4.05538 6.14912
H 4.81900 -5.05826 7.91039
H 3.61507 -3.74473 7.97579
H 3.21595 -5.29133 7.16535
H 3.76678 -3.62451 5.69239
*
```

The LUMO energy (alpha / beta) comes out at -2.86 / -2.86 eV. The calculation puts the HOMO-LUMO gap (alpha / beta) at 0.2114 / 0.2432 hartree. The HOMO energy (alpha / beta) is -8.6 / -9.5 eV.

Atom charges from the Löwdin analysis, given in e for atoms 1 to 8: -0.064, -0.412, -0.060, -0.102, -0.265, -0.134, -0.077, -0.190


# 4
Here is a structure of composition C21H54CaF9N9O12P3S3 at a distorted geometry from the Open Molecules 2025 dataset. Energies are from ωB97M-V/def2-TZVPD.

```
! RIJCOSX wB97M-V def2-TZVPD def2/J DEFGRID3
* xyz -1 1
Ca -4.29895 39.17115 20.76204
C 0.99065 40.71492 23.23181
F 0.13338 40.63503 24.27205
F 0.69827 41.82486 22.46230
F 2.29727 40.69981 23.56693
S 0.56706 39.18959 22.13284
O 1.18662 39.29794 20.78839
O 1.09786 38.03148 22.84509
O -0.91327 39.23487 21.99503
C -9.78114 39.82038 17.92362
F -10.73490 40.63760 18.52962
F -10.36320 39.23307 16.84655
F -8.82219 40.63114 17.49308
S -8.96819 38.52830 19.05937
O -9.69555 38.56676 20.35606
O -9.11636 37.21125 18.40113
O -7.57860 38.90390 19.27612
C -3.02741 38.32683 15.16755
F -4.38180 38.35809 15.33978
F -2.55335 37.10791 14.84351
F -2.69400 39.31664 14.28426
S -2.09830 38.87251 16.83116
O -0.67979 38.63040 16.61447
O -2.42853 40.28465 17.10031
O -2.67490 38.07184 17.95178
O -5.05527 42.70906 20.94264
P -5.87671 43.95662 20.99876
N -7.62107 43.69784 21.18180
C -8.66157 44.62351 20.74289
C -8.01946 42.81630 22.24705
N -5.74323 44.86967 19.53940
C -5.66424 44.13805 18.27549
C -5.64401 46.37967 19.53782
N -5.52998 44.99663 22.31458
C -6.51614 45.99731 22.90778
C -4.10015 45.15280 22.79083
H -9.66860 44.36479 21.07009
H -8.69625 44.68515 19.65519
H -8.45563 45.58636 21.21045
H -9.03103 43.03496 22.58914
H -7.21701 42.91983 22.97743
H -7.91926 41.77642 21.93609
H -5.19369 44.75570 17.51051
H -5.18217 43.16614 18.38080
H -6.69203 43.93135 17.97714
H -6.61599 46.82436 19.75135
H -4.91119 46.57507 20.32071
H -5.32824 46.67292 18.53663
H -7.49456 45.55626 23.09827
H -6.12252 46.27749 23.88486
H -6.77781 46.80861 22.22849
H -4.15656 45.53030 23.81181
H -3.54275 45.90908 22.23816
H -3.57264 44.19976 22.82975
O -4.56196 35.48030 21.72908
P -4.62565 33.94411 21.65985
N -5.02723 33.33227 20.12701
C -5.06652 31.86901 19.90379
C -5.17005 34.21070 18.96744
N -5.72926 33.25517 22.75326
C -5.51419 33.09530 24.17957
C -7.14592 33.24277 22.43078
N -3.13512 33.08415 21.95397
C -3.13199 31.65734 22.28865
C -1.81705 33.78815 22.11406
H -5.56166 31.64009 18.96009
H -5.66293 31.42930 20.70318
H -4.05451 31.46421 19.91280
H -4.24400 34.18782 18.39297
H -5.26778 35.24079 19.31016
H -6.02824 33.89154 18.37605
H -5.64173 34.07284 24.64458
H -6.31615 32.46180 24.55858
H -4.56728 32.63589 24.46312
H -7.61541 32.38107 22.90527
H -7.58531 34.13617 22.87446
H -7.30309 33.21418 21.35255
H -2.96497 30.98729 21.44528
H -2.31627 31.45251 22.98199
H -4.09057 31.39274 22.73497
H -1.76444 34.36149 23.03960
H -1.60095 34.49655 21.31433
H -1.03570 33.03565 22.22058
O -5.09430 39.44521 24.54085
P -5.54049 39.24926 25.92541
N -4.86739 37.90892 26.65182
C -3.47142 37.41081 26.28766
C -5.34724 37.27864 27.91794
N -7.21625 39.06271 26.18732
C -7.96916 38.21912 25.31293
C -7.77612 39.27124 27.45340
N -4.99992 40.49975 26.93290
C -5.68535 41.77641 26.93308
C -3.61321 40.73077 27.18503
H -3.41700 36.34000 26.09148
H -2.75087 37.56858 27.09016
H -3.13413 37.92274 25.38639
H -6.23387 36.65603 27.79810
H -5.41458 38.06945 28.66507
H -4.62592 36.53277 28.25179
H -8.07019 37.25900 25.81897
H -8.96572 38.62935 25.14962
H -7.54529 37.99476 24.33409
H -7.26123 39.98584 28.09554
H -8.80589 39.54375 27.22233
H -7.65749 38.40026 28.09794
H -5.67768 42.29041 27.89425
H -5.23244 42.42442 26.18270
H -6.76614 41.74660 26.79488
H -3.50852 41.01556 28.23193
H -3.24292 41.54626 26.56379
H -3.00763 39.83102 27.07617
*
```

The LUMO energy comes out at 0.11 eV. The calculation puts the HOMO-LUMO gap at 0.2329 hartree. The HOMO energy is -6.2 eV. Its energy above the lowest of the compared OMol25 structures with the same formula, charge and spin is 0.000 eV.

Atom charges from the Löwdin analysis, given in e for atoms 1 to 8: 1.705, -0.587, 0.092, 0.071, 0.116, 0.495, -0.352, -0.359